No. 1
Entry from the OMol25 dataset: a 2-piece molecular cluster, C10H11N2O overall at a distorted geometry (ωB97M-V/def2-TZVPD).

Output
HOMO energy (alpha / beta) in eV: -12.0626 / -12.1357
Energy relative to the best compared isomer or geometry (same formula, charge and spin) in kJ/mol: 472.0
Max |F| in hartree/bohr: 0.1066
Charge: +1
Total energy in eV: -15563.73315

Each line ends with the Mulliken charge.
Element x y z (Å)
C: -2.8132 -0.3818 -2.6226  0.427
C: 1.6512 0.9265 -0.5597  -0.555
C: 0.8003 0.4876 1.5559  -0.574
C: 0.7648 0.0819 -1.1635  -0.445
C: 1.7325 1.1717 0.8610  0.707
C: -0.0796 -0.4037 1.0044  0.997
C: -1.6298 -0.6272 -2.9621  -0.665
C: -0.9591 -1.6573 -0.8482  0.079
C: 2.8357 1.9921 1.3648  -1.231
C: -1.0368 -1.1262 1.9324  -1.529
N: -3.9187 -0.0620 -2.2815  -0.517
N: -0.0525 -0.7130 -0.3379  0.221
O: -1.4298 -2.6655 -0.5373  -0.278
H: 2.3018 1.5586 -1.2808  0.237
H: 0.8055 0.5814 2.5769  0.543
H: 0.7052 -0.1569 -2.1422  0.414
H: -0.7901 -0.8752 -3.5892  0.508
H: 3.4088 1.3057 1.9666  0.345
H: 3.4133 2.5742 0.6433  0.374
H: 2.3232 2.6214 2.0878  0.374
H: -0.3641 -2.0060 2.2295  0.338
H: -1.1471 -0.4763 2.7334  0.458
H: -1.9147 -1.4278 1.3902  0.481
H: -4.6068 -0.7221 -2.0213  0.292



No. 2
Entry from the OMol25 dataset: C10H11N3 as an isolated structure at a distorted geometry (ωB97M-V/def2-TZVPD).

Output
HOMO energy in eV: -8.0729
Energy relative to the best compared isomer or geometry (same formula, charge and spin) in kJ/mol: 1214.5
Max |F| in hartree/bohr: 0.1028
Total energy in eV: -15006.63128

Each line ends with the Mulliken charge.
Element x y z (Å)
C: 0.3701 -0.4151 2.7025  -0.812
C: 2.5368 0.9688 1.9272  -0.847
C: 0.8435 -0.0845 0.3457  0.850
C: 1.0982 0.8716 -0.6723  -0.440
C: 0.3488 0.8738 -1.8196  -0.568
C: -0.8934 0.3676 -2.1002  0.225
C: -2.5347 -0.5785 -3.3359  -0.147
C: -2.3393 -1.3324 -1.2970  -0.038
C: -1.4013 -0.3243 -1.0242  0.519
C: -0.4236 -0.6862 0.1605  -0.821
H: 1.0839 -1.6431 3.1661  0.244
H: 0.2715 0.8515 4.1093  0.186
H: -0.9525 -0.3857 2.2351  0.433
H: 3.1084 0.3422 2.9448  0.281
H: 3.4371 1.2751 1.1122  0.283
H: 2.0995 2.0897 2.6290  0.252
H: 2.0217 1.3825 -0.7718  0.235
H: 0.9269 1.3723 -2.5157  0.386
H: -2.9282 -0.6010 -4.2477  0.506
H: -2.5839 -2.0398 -0.2806  0.201
H: -1.0118 -1.0199 0.9577  0.251
N: 1.3293 0.0384 1.6199  0.072
N: -1.4242 0.1490 -3.3490  -0.695
N: -2.9828 -1.4720 -2.4961  -0.557



No. 3
Entry from the OMol25 dataset: C10H11N3O as an isolated structure at a distorted geometry (ωB97M-V/def2-TZVPD).

Output
HOMO energy in eV: -7.2318
Energy relative to the best compared isomer or geometry (same formula, charge and spin) in kJ/mol: 565.0
Max |F| in hartree/bohr: 0.0779
Total energy in eV: -17060.47441

Each line ends with the Mulliken charge.
Element x y z (Å)
C: 2.1662 2.2260 -0.1163  -0.628
C: 1.2175 3.2226 -0.2088  -0.488
C: 1.8507 0.8904 0.1776  -0.743
C: -0.0963 2.9629 0.1681  -0.610
C: 0.5364 0.5815 0.3977  0.417
C: -0.4261 1.6418 0.3288  -0.169
C: -0.9294 -2.6556 -1.1134  -0.324
C: -0.8161 -3.2854 0.0622  -0.060
C: -0.3447 -1.3032 -1.3763  -0.539
C: -0.1773 -0.6532 0.5237  0.706
N: -1.6753 1.0922 0.5170  -0.283
N: -1.5261 -0.3202 0.8669  -0.287
N: 0.4435 -1.6720 1.2522  -0.154
O: 0.0043 -3.0004 1.1018  -0.341
H: 3.2673 2.4801 -0.4253  0.213
H: 1.4071 4.1922 -0.4084  0.493
H: 2.5758 0.1941 0.2693  0.544
H: -0.8356 3.8427 0.1729  0.271
H: -1.7144 -3.1728 -1.6774  0.238
H: -1.3926 -4.2768 0.3357  0.298
H: 0.6963 -1.3116 -1.8019  0.284
H: -0.9907 -0.4905 -1.8726  0.293
H: -2.4572 1.4274 1.0228  0.232
H: -2.1805 -0.8250 0.3452  0.421
H: 1.3973 -1.7871 1.4584  0.215



No. 4
Entry from the OMol25 dataset: a 2-piece molecular cluster, C10H11N3O2 overall at a distorted geometry (ωB97M-V/def2-TZVPD).

Output
HOMO energy in eV: -6.5185
Energy relative to the best compared isomer or geometry (same formula, charge and spin) in kJ/mol: 302.8
Max |F| in hartree/bohr: 0.0604
Total energy in eV: -19110.91037

Each line ends with the Mulliken charge.
Element x y z (Å)
C: 3.1653 1.0567 -1.0425  -0.693
C: 1.7909 0.9060 -0.9046  -0.257
C: 3.9733 0.3863 -0.1626  -0.151
C: 2.2326 -0.0678 1.2580  -0.398
C: 1.2540 0.3666 0.2871  1.252
C: -1.8759 -0.4322 1.6429  -0.487
C: 0.1112 -1.8110 -0.7210  0.756
C: -2.4222 0.5347 0.5581  0.105
C: -0.0882 0.1447 0.5898  -0.897
C: -3.3822 -0.3244 -0.2618  -1.219
N: 3.5272 -0.1357 0.9519  -0.584
N: -0.6177 -0.4529 1.6577  -0.461
N: -1.2170 0.8034 -0.2675  0.042
O: -0.6921 -1.4493 -1.4767  -0.556
O: 0.8447 -2.5139 -0.2155  -0.349
H: 3.5224 1.4592 -1.9585  0.401
H: 1.2421 1.1637 -1.8574  0.217
H: 5.0685 0.2125 -0.3708  0.308
H: 2.0194 -0.6576 2.1616  0.388
H: -2.6099 -0.9280 2.3195  0.370
H: -2.8598 1.4520 0.9700  0.374
H: -3.6638 0.2395 -1.2472  0.264
H: -4.3069 -0.6068 0.2315  0.408
H: -2.8299 -1.2628 -0.5097  0.326
H: -1.1414 0.1331 -1.0793  0.477
H: -1.0445 1.7841 -0.5529  0.364



No. 5
Entry from the OMol25 dataset: C10H11N5O2 as an isolated structure at a distorted geometry (ωB97M-V/def2-TZVPD).

Output
HOMO energy in eV: -8.5430
Energy relative to the best compared isomer or geometry (same formula, charge and spin) in kJ/mol: 626.8
Max |F| in hartree/bohr: 0.2772
Total energy in eV: -22082.28020

Each line ends with the Mulliken charge.
Element x y z (Å)
C: -0.7158 -1.6919 -2.1752  -0.837
H: -0.8776 -2.4525 -1.5152  0.377
O: -0.0929 -0.4180 -1.7086  -0.486
C: -0.9558 0.0335 -0.7135  0.431
C: -1.4742 1.1712 -1.0492  -0.092
C: -2.2862 1.9050 0.1365  -0.207
C: -2.5925 1.2243 1.4476  -0.716
C: -2.0389 0.0961 1.3786  -0.440
C: -1.3060 -0.5426 0.4424  0.698
C: -0.6879 -1.9755 0.8247  -0.162
O: -1.4802 -2.6769 1.1474  -0.453
N: 0.5327 -1.9723 0.6465  0.179
C: 1.5963 -1.2793 0.4317  0.439
N: 1.4342 0.2998 0.7391  -0.358
N: 2.6010 0.6552 0.2637  0.883
N: 3.3862 -0.3031 0.2097  -0.645
N: 2.8714 -1.5581 0.2274  -0.539
C: 2.8948 2.0083 0.4641  -0.778
H: 4.0839 2.2660 0.0430  0.304
H: 2.7289 2.5349 1.4891  0.295
H: 2.2534 2.5746 -0.4302  0.262
H: 0.8886 -2.9137 0.9797  0.297
H: -2.2184 -0.3208 2.4884  0.058
H: -3.1515 1.8942 2.2162  0.325
H: -2.6022 3.1621 -0.3341  0.126
H: -1.2076 1.8518 -1.8505  0.402
H: -1.6430 -1.6537 -2.8658  0.286
H: 0.0593 -1.9184 -2.9335  0.350



No. 6
Entry from the OMol25 dataset: an isolated molecule of C10H11NO2S at a distorted geometry (ωB97M-V/def2-TZVPD).

Output
HOMO energy (alpha / beta) in eV: -8.1006 / -8.1009
Energy relative to the best compared isomer or geometry (same formula, charge and spin) in kJ/mol: 127.7
Max |F| in hartree/bohr: 0.0532
Total energy in eV: -26966.06003

Each line ends with the Mulliken charge.
Element x y z (Å)
C: 1.3483 1.3234 -3.4681  -0.485
C: 1.0750 -0.0340 -3.5815  -0.518
C: 1.1127 1.9801 -2.2787  -0.871
C: 0.5938 -0.7402 -2.4932  -0.607
C: 0.6235 1.2705 -1.1757  0.728
C: 0.3917 -0.1106 -1.2738  0.513
C: 0.3506 1.9255 0.0441  0.253
C: -0.0758 -0.8950 -0.0633  -0.342
C: 0.1679 -0.1851 1.2177  -1.065
C: -1.6089 -0.8020 3.3965  -1.137
N: 0.1741 2.9671 0.6237  -0.531
O: -2.3105 0.5655 1.2274  -0.668
O: -0.7625 1.6171 2.8370  -0.750
S: -1.1757 0.4251 2.1114  1.155
H: 1.7471 1.8673 -4.3093  0.392
H: 1.2553 -0.5410 -4.5188  0.386
H: 1.3198 3.0334 -2.1739  0.451
H: 0.3897 -1.7985 -2.5764  0.427
H: -1.1583 -1.0313 -0.1657  0.311
H: 0.4106 -1.8746 -0.0919  0.396
H: 1.0918 -0.2631 1.7547  0.447
H: -1.9073 -1.7262 2.9211  0.341
H: -0.7350 -0.9416 4.0194  0.337
H: -2.4193 -0.3930 3.9821  0.378
H: -0.1102 2.9909 1.6034  0.459



No. 7
Entry from the OMol25 dataset: an isolated molecule of C10H11NO2S at a distorted geometry (ωB97M-V/def2-TZVPD).

Output
HOMO energy (alpha / beta) in eV: -9.0497 / -7.2404
Energy relative to the best compared isomer or geometry (same formula, charge and spin) in kJ/mol: 462.8
Max |F| in hartree/bohr: 0.0989
Total energy in eV: -26962.58668

Each line ends with the Mulliken charge.
Element x y z (Å)
C: 2.8809 2.0310 -0.0037  -0.319
C: 2.8526 1.2131 -1.0861  -0.551
C: 1.8474 2.0367 0.9368  -0.629
C: 1.8662 0.2528 -1.2077  -1.030
C: 0.9976 0.9902 0.9735  -0.135
C: 0.9362 0.1169 -0.1275  0.955
C: -0.0902 -2.2950 -0.8928  -1.017
C: -2.2715 -1.4579 0.4628  -1.155
C: -0.7401 -1.9238 0.5072  0.165
C: 0.1502 -1.0296 -0.2215  -0.011
N: -2.7902 -0.2701 0.9229  -0.366
O: -3.0892 0.7693 -1.4678  -0.564
O: -2.7162 2.4536 0.2653  -0.568
S: -2.3250 1.1437 -0.2755  0.881
H: 3.7186 2.7057 0.0981  0.366
H: 3.5994 1.3144 -1.7559  0.505
H: 2.0359 2.7959 1.7922  0.248
H: 1.9045 -0.3761 -1.9907  0.531
H: 0.3053 0.8190 1.7912  0.433
H: 0.6478 -2.9678 -0.7608  0.325
H: -0.6320 -2.2627 -1.7221  0.311
H: -2.6267 -1.5838 -0.5123  0.459
H: -2.8889 -2.1850 0.9031  0.592
H: -0.5791 -2.2990 1.5103  0.301
H: -2.9937 0.0085 1.8608  0.273



No. 8
Entry from the OMol25 dataset: an isolated molecule of C10H11NO3 at a distorted geometry (ωB97M-V/def2-TZVPD).

Output
HOMO energy in eV: -8.5286
Energy relative to the best compared isomer or geometry (same formula, charge and spin) in kJ/mol: 925.8
Max |F| in hartree/bohr: 0.1476
SMILES: COc1ccccc1/C=C/C(=O)NO
Total energy in eV: -18172.27837

Each line ends with the Mulliken charge.
Element x y z (Å)
C: -0.6471 2.5687 -0.9474  -0.622
C: -1.5169 0.5226 0.1130  0.602
C: -2.8280 0.3848 0.2704  0.136
C: -3.2597 -0.9613 0.3584  -0.232
C: -2.4847 -2.0429 0.4847  -0.684
C: -1.1095 -1.9687 0.0825  -0.647
C: -0.5863 -0.5597 -0.1265  -0.110
C: 0.8119 -0.3509 -0.0174  0.673
C: 1.7641 -1.3208 0.0919  -0.036
C: 3.1493 -1.0007 -0.0431  0.143
H: 0.5816 2.5152 -1.2227  0.211
H: -1.4489 2.2749 -1.7326  0.288
H: -0.5804 3.5791 -0.7613  0.357
H: -3.2240 1.4590 -0.0850  0.163
H: -4.3008 -1.3865 0.2921  0.244
H: -3.0086 -3.0889 0.4065  0.212
H: -0.6092 -2.9716 -0.1765  0.235
H: 0.6756 0.7414 0.4965  0.157
H: 1.2870 -2.3901 -0.0807  0.113
H: 4.7576 0.7662 0.1641  0.258
H: 2.6797 1.6440 1.1427  0.345
N: 3.7546 0.3414 0.2595  -0.180
O: -0.9748 1.8030 0.4220  -0.614
O: 3.8412 -1.4873 -0.9591  -0.568
O: 3.2764 0.9291 1.5681  -0.445